Record 1
Entry from the OMol25 dataset: a structure of composition C14H17AlIN2O3 (the ωB97M-V functional and the def2-TZVPD basis).

```
! wB97M-V def2-TZVPD RIJCOSX def2/J DEFGRID3
* xyz 1 1
I -1.28 0.88 3.07
Al 0.11 -0.81 0.50
O -1.23 -3.89 -1.39
O 0.04 -2.28 -0.48
O -1.84 -0.87 0.31
N 2.17 -0.81 0.14
N 0.26 0.96 -0.38
C -0.53 3.11 -1.04
C 1.82 2.79 -0.66
C 1.54 1.45 -0.38
C 0.74 3.62 -1.01
C 0.19 -0.57 2.45
C -1.11 -2.87 -0.77
C 3.87 1.00 0.01
C -3.33 -1.85 -1.34
C -2.35 -2.15 -0.23
C 4.16 2.36 -0.24
C -0.73 1.77 -0.70
C -2.96 -2.95 0.91
C 2.59 0.55 -0.07
C 3.17 3.23 -0.58
H -0.05 -1.46 3.03
H 2.71 -1.26 0.88
H 1.13 -0.18 2.85
H 5.18 2.70 -0.18
H -2.24 -3.11 1.71
H 0.92 4.67 -1.24
H -3.65 -2.78 -1.79
H -2.35 -0.57 1.08
H -1.38 3.72 -1.31
H -3.27 -3.92 0.53
H 4.67 0.31 0.25
H -1.72 1.34 -0.68
H -3.84 -2.44 1.31
H -2.87 -1.23 -2.11
H 2.30 -1.38 -0.70
H -4.21 -1.33 -0.94
H 3.39 4.27 -0.80
*
```

Results
HOMO-LUMO gap: 0.298 Eh
E_tot: -1419.0412 hartree
lowest unoccupied orbital energy: -0.1511 Eh

Record 2
Entry from the OMol25 dataset: a cluster of 2 separate species, C3H5NO3 in total (the ωB97M-V functional and the def2-TZVPD basis).

```
! wB97M-V def2-TZVPD RIJCOSX def2/J DEFGRID3
* xyz 0 1
O 1.51 0.37 -0.54
O -1.49 0.63 -0.35
O -0.66 -2.17 0.45
N 1.05 -0.40 1.55
C -0.09 -1.41 -0.28
C 0.91 -0.37 0.21
C -1.16 1.56 -1.03
H -0.21 -1.43 -1.38
H -0.14 1.65 -1.44
H 1.65 0.24 2.03
H -1.85 2.38 -1.28
H 0.47 -1.04 2.07
*
```

Results
HOMO-LUMO gap: 0.374 Eh
E_tot: -397.7663 hartree
lowest unoccupied orbital energy: 0.0171 Eh
energy above the lowest of the compared OMol25 structures with the same formula, charge and spin: 44.2 kcal/mol
SMILES string: NC(=O)C=O.C=O

Record 3
Entry from the OMol25 dataset: a structure of composition C18H36F3KN3O7P in a non-equilibrium geometry (the ωB97M-V functional and the def2-TZVPD basis).

```
! wB97M-V def2-TZVPD RIJCOSX def2/J DEFGRID3
* xyz 0 1
K 10.65 9.68 -6.16
P 8.83 7.39 -9.18
F 14.25 10.42 -1.59
F 14.69 12.60 -2.07
F 15.28 10.90 -3.44
O 13.01 12.68 -4.23
O 8.32 11.29 -6.25
O 13.30 9.10 -7.38
O 9.30 7.96 -7.88
O 8.23 13.35 -5.48
O 12.37 10.42 -3.96
O 15.37 8.69 -6.77
N 10.00 7.41 -10.42
N 8.45 5.73 -9.02
N 7.41 8.11 -9.78
C 7.19 5.50 -8.32
C 12.27 14.15 -5.86
C 9.55 4.76 -8.80
C 7.28 9.58 -9.60
C 12.95 11.54 -3.30
C 16.21 10.86 -6.48
C 9.75 7.14 -11.86
C 11.77 13.16 -4.85
C 6.56 7.54 -10.80
C 16.48 9.41 -6.13
C 7.78 12.39 -6.28
C 6.51 12.90 -6.89
C 14.70 11.00 -6.65
C 7.45 14.47 -5.46
C 14.34 11.35 -2.56
C 6.69 14.34 -6.79
C 14.39 9.53 -6.93
C 11.38 7.76 -10.09
H 17.38 9.01 -6.60
H 7.34 5.21 -7.28
H 16.68 11.52 -5.75
H 14.27 11.36 -5.72
H 6.76 14.37 -4.62
H 6.52 12.59 -7.93
H 6.43 6.46 -10.69
H 12.91 13.81 -6.67
H 11.00 13.61 -4.23
H 14.41 11.69 -7.44
H 6.62 4.70 -8.80
H 16.58 9.21 -5.06
H 9.09 3.78 -8.94
H 5.70 12.50 -6.28
H 11.69 7.27 -9.16
H 10.35 4.92 -9.51
H 11.46 8.83 -9.88
H 7.22 14.75 -7.66
H 11.98 7.45 -10.95
H 6.38 9.84 -9.05
H 8.05 10.00 -8.96
H 9.38 6.12 -11.97
H 7.20 10.05 -10.57
H 12.86 14.87 -5.30
H 8.94 7.74 -12.26
H 7.97 15.42 -5.31
H 11.32 12.44 -5.53
H 12.26 11.96 -2.57
H 6.55 6.37 -8.37
H 5.54 7.89 -10.71
H 16.79 11.09 -7.37
H 10.59 7.29 -12.55
H 10.06 4.89 -7.84
H 11.44 14.65 -6.38
H 5.72 14.83 -6.84
H 6.86 7.77 -11.83
*
```

Results
HOMO-LUMO gap: 0.250 Eh
E_tot: -2639.3399 hartree
lowest unoccupied orbital energy: 0.0033 Eh
energy above the lowest of the compared OMol25 structures with the same formula, charge and spin: 3.9 kcal/mol

Record 4
Entry from the OMol25 dataset: a cluster of 2 separate species, C3H11NO in total in a non-equilibrium geometry (the ωB97M-V functional and the def2-TZVPD basis).

```
! wB97M-V def2-TZVPD RIJCOSX def2/J DEFGRID3
* xyz 0 1
O 1.39 -2.06 2.10
N 0.02 -1.62 0.17
C -1.24 1.43 -1.12
C 0.27 1.68 -1.05
C 0.27 -1.37 1.55
H 0.54 2.56 -1.64
H -1.55 0.61 -0.48
H 0.37 -0.30 1.70
H -1.79 2.33 -0.85
H 0.61 1.87 -0.03
H 0.85 0.85 -1.45
H 2.16 -1.83 1.57
H 0.61 -1.13 -0.47
H -0.39 -2.52 -0.01
H -0.57 -1.71 2.17
H -1.52 1.19 -2.15
*
```

Results
HOMO-LUMO gap: 0.384 Eh
E_tot: -250.8727 hartree
lowest unoccupied orbital energy: 0.0346 Eh
energy above the lowest of the compared OMol25 structures with the same formula, charge and spin: 15.1 kcal/mol
SMILES string: NCO.CC

Record 5
Entry from the OMol25 dataset: a structure of composition C3H8N2O2 in a non-equilibrium geometry (the ωB97M-V functional and the def2-TZVPD basis).

```
! wB97M-V def2-TZVPD RIJCOSX def2/J DEFGRID3
* xyz 0 1
O 0.20 1.32 1.55
O 1.92 -0.82 0.64
N 0.23 -0.62 0.18
N -1.86 -0.14 0.64
C -2.35 0.37 -0.62
C 2.73 -0.28 -0.38
C -0.07 0.33 0.98
H -1.91 1.34 -0.89
H 3.78 -0.45 -0.10
H -3.44 0.49 -0.55
H 2.56 -0.78 -1.34
H 2.60 0.80 -0.50
H -2.13 -0.35 -1.41
H -0.04 -1.58 0.34
H -2.22 0.39 1.44
*
```

Results
HOMO-LUMO gap (alpha / beta): 0.328 / 0.328 Eh
E_tot: -378.9245 hartree
lowest unoccupied orbital energy (alpha / beta): -0.0016 / -0.0016 Eh
energy above the lowest of the compared OMol25 structures with the same formula, charge and spin: 135.8 kcal/mol

Record 6
Entry from the OMol25 dataset: a structure of composition C13H23CoFN2 (the ωB97M-V functional and the def2-TZVPD basis).

```
! wB97M-V def2-TZVPD RIJCOSX def2/J DEFGRID3
* xyz 0 2
Co -0.45 1.44 0.14
F 0.86 6.10 1.84
N 1.34 0.12 0.18
N -0.22 1.40 2.17
C -1.09 4.16 -0.51
C 1.50 4.27 0.51
C -2.36 -0.71 -0.93
C -0.76 5.12 0.42
C -1.19 -1.55 -1.44
C -1.96 0.17 0.25
C 0.60 0.21 2.49
C 1.15 3.29 -0.44
C 1.80 0.15 1.57
C -0.14 3.22 -0.99
C -3.53 -1.63 -0.58
C 0.54 5.15 0.92
C -0.56 2.05 -1.76
H -2.84 0.80 0.51
H -0.04 -0.66 2.32
H 0.18 2.23 2.59
H 2.51 4.34 0.90
H 1.92 2.63 -0.82
H -3.86 -2.22 -1.44
H -4.38 -1.06 -0.21
H 2.39 1.06 1.70
H -0.41 -0.91 -1.86
H 0.93 0.19 3.53
H 2.44 -0.70 1.84
H 0.20 1.63 -2.42
H 0.93 -0.78 -0.06
H -1.16 1.28 2.54
H -2.10 4.11 -0.89
H 2.10 0.30 -0.46
H -2.68 -0.06 -1.75
H -1.49 5.83 0.78
H -1.49 -2.26 -2.21
H -0.76 -2.13 -0.61
H -3.24 -2.33 0.21
H -1.53 2.14 -2.25
H -1.83 -0.49 1.13
*
```

Results
HOMO-LUMO gap (alpha / beta): 0.274 / 0.284 Eh
E_tot: -2101.2336 hartree
lowest unoccupied orbital energy (alpha / beta): 0.0199 / 0.0196 Eh
energy above the lowest of the compared OMol25 structures with the same formula, charge and spin: 0.0 kcal/mol

Record 7
Entry from the OMol25 dataset: an isolated molecule of C3H4N2O in a non-equilibrium geometry (the ωB97M-V functional and the def2-TZVPD basis).

```
! wB97M-V def2-TZVPD RIJCOSX def2/J DEFGRID3
* xyz 0 1
O -1.45 1.81 0.05
N -2.53 -1.04 0.15
N 0.52 0.73 0.09
C -0.72 0.83 -0.16
C 1.09 -0.71 0.00
C -1.73 -0.24 -0.23
H 1.16 1.41 0.26
H 0.57 -1.29 -0.73
H 1.03 -1.04 1.14
H 2.06 -0.45 -0.57
*
```

Results
HOMO-LUMO gap: 0.390 Eh
E_tot: -301.3865 hartree
lowest unoccupied orbital energy: 0.0164 Eh
energy above the lowest of the compared OMol25 structures with the same formula, charge and spin: 63.2 kcal/mol
SMILES string: CNC(=O)C#N

Record 8
Entry from the OMol25 dataset: a cluster of 2 separate species, C6H14N2O2 in total in a non-equilibrium geometry (the ωB97M-V functional and the def2-TZVPD basis).

```
! wB97M-V def2-TZVPD RIJCOSX def2/J DEFGRID3
* xyz 0 1
O 1.26 0.39 1.30
O -3.87 -0.40 -1.18
N 2.54 0.44 -0.59
N -2.29 -0.06 0.60
C 2.04 1.81 -1.00
C 2.26 0.02 0.68
C -2.77 -0.38 -0.73
C -1.64 -0.88 -1.64
C 2.96 -1.26 1.15
C -3.19 0.38 1.60
H -3.38 -0.51 2.19
H -1.42 -1.83 -1.34
H 2.46 -2.23 0.82
H -1.79 -0.90 -2.72
H -4.21 0.69 1.04
H 3.34 -0.01 -1.01
H 3.14 -0.99 2.26
H 4.08 -1.46 0.79
H -0.85 -0.25 -1.56
H 1.65 1.70 -2.06
H -1.35 -0.26 0.74
H 2.76 2.63 -1.15
H 1.21 2.08 -0.32
H -2.93 1.29 2.08
*
```

Results
HOMO-LUMO gap: 0.361 Eh
E_tot: -496.9683 hartree
lowest unoccupied orbital energy: 0.0209 Eh
energy above the lowest of the compared OMol25 structures with the same formula, charge and spin: 56.0 kcal/mol
SMILES string: CNC(C)=O.CNC(C)=O

Question: Among the records above, which one has the lowest E_tot?
Answer: C18H36F3KN3O7P

Question: Among the records above, which one has the lowest E_tot?
Answer: C18H36F3KN3O7P